# 1
Density functional theory data (ωB97M-V/def2-TZVPD) for a molecular structure, C8H12HfN2P in a non-equilibrium geometry.

Its HOMO energy is -10.4 eV. The multiplicity is 1. The total charge is +1. The total energy is -22056.2033 eV.

Last column: Löwdin charge in e.
Geometry (Å):
C (-0.397, -2.361, -1.872)  -0.250
H (-0.047, -2.567, 4.669)  0.131
C (-0.016, -1.815, 3.894)  -0.035
H (-0.549, -1.562, -3.881)  0.104
Hf (-0.724, -0.269, -0.125)  1.301
N (-0.132, -0.640, 1.970)  -0.122
C (0.781, 0.472, -1.417)  -0.286
C (-0.073, -2.207, -0.538)  -0.236
C (-0.256, -1.919, 2.563)  -0.101
C (0.198, -0.017, -2.603)  -0.286
H (0.518, -0.054, 5.030)  0.178
H (0.187, -3.033, 0.122)  0.024
H (-1.016, 3.256, 1.498)  -0.098
H (0.027, 3.288, -0.366)  -0.082
C (0.257, 0.180, 2.955)  -0.184
H (1.036, 2.531, 1.298)  -0.075
H (0.152, 0.634, -3.501)  0.108
H (1.495, 1.306, -1.470)  0.029
P (-0.247, 2.364, 0.677)  0.677
C (-0.304, -1.322, -2.841)  -0.168
H (-0.735, -3.334, -2.276)  0.110
H (0.509, 1.230, 2.889)  0.077
N (0.302, -0.477, 4.130)  0.094
H (-0.486, -2.780, 1.967)  0.089

# 2
Density functional theory data (ωB97M-V/def2-TZVPD) for C8H12N2 in the gas phase in a non-equilibrium geometry.

Its HOMO energy is -8.0 eV. The multiplicity is 1. The total energy is -11464.8456 eV.

Last column: Löwdin charge in e.
Geometry (Å):
N (1.892, 0.879, -0.140)  0.088
C (-1.252, -0.054, -0.164)  -0.375
H (-2.269, 0.593, -2.050)  0.101
H (1.792, -2.310, -1.032)  0.109
H (-2.286, -1.021, 1.536)  0.126
N (1.266, 1.931, -0.056)  -0.120
C (1.697, -1.568, 0.821)  -0.077
H (-1.464, 0.452, 2.051)  0.067
H (0.428, 3.886, -0.017)  0.049
H (-3.461, 0.000, -0.614)  0.111
H (-2.435, 1.687, -0.596)  0.092
H (-0.386, -0.882, 1.661)  0.048
H (0.941, -2.323, 1.020)  0.097
C (-0.154, -0.240, -0.868)  -0.031
C (-2.436, 0.566, -0.884)  -0.090
C (1.190, -0.391, -0.153)  -0.394
H (-0.174, 0.023, -1.872)  0.091
C (-1.298, -0.346, 1.326)  -0.057
H (2.227, -1.181, 1.683)  0.101
C (2.153, -1.416, -0.554)  -0.152
H (3.231, -1.238, -0.674)  0.119
C (0.797, 2.954, -0.423)  0.099

# 3
Density functional theory data (ωB97M-V/def2-TZVPD) for C8H12N2 in the gas phase in a non-equilibrium geometry.

The SMILES is CCc1cc(C)cc(N)n1. Its HOMO energy is -8.3 eV. The multiplicity is 1. The total energy is -11469.5325 eV.

Last column: Löwdin charge in e.
Geometry (Å):
H (2.064, -1.335, -1.432)  0.135
N (0.835, 0.748, -0.328)  0.147
C (1.781, -1.234, -0.333)  -0.184
C (-0.614, -1.196, -0.253)  -0.027
C (3.051, -0.454, 0.431)  -0.065
H (-0.551, -2.286, -0.291)  0.127
H (-3.199, -2.075, 0.422)  0.083
H (3.397, 0.468, -0.147)  0.084
H (-0.553, 3.628, -0.232)  0.082
H (-3.515, -0.370, 0.974)  0.040
H (-3.837, -0.729, -0.646)  0.074
H (2.749, -0.019, 1.392)  0.058
C (-1.725, -0.406, -0.052)  -0.174
H (-2.238, 1.813, 0.068)  0.112
C (-3.190, -0.989, 0.199)  -0.022
C (0.569, -0.573, -0.238)  -0.390
H (3.653, -1.228, 0.722)  0.008
H (1.769, -2.346, 0.005)  0.132
N (0.129, 2.899, 0.006)  0.088
C (-1.475, 1.033, 0.013)  0.000
C (-0.218, 1.507, -0.194)  -0.393
H (1.118, 3.144, -0.087)  0.085

# 4
Density functional theory data (ωB97M-V/def2-TZVPD) for a gas-phase ion, C8H12N3 (charge +1) in a non-equilibrium geometry.

The SMILES is CC1=N[C@@]2(C)C[NH2+]C2=NC=C1. Its HOMO energy is -13.5 eV. The multiplicity is 1. The total charge is +1. The total energy is -12949.8294 eV.

Last column: Löwdin charge in e.
Geometry (Å):
C (-1.021, 0.914, 0.849)  -0.194
H (-1.308, -1.745, 1.770)  0.160
H (-2.053, 0.460, 2.626)  0.148
N (-0.415, 1.941, 0.902)  0.162
H (-1.791, 0.459, -1.408)  0.049
C (-1.212, -0.380, -1.405)  -0.003
H (2.989, -0.937, -1.800)  0.142
H (-0.417, -0.107, -2.076)  0.087
C (1.556, -0.538, -0.266)  -0.345
H (-3.044, 0.728, 1.414)  0.231
C (-0.735, -0.645, 0.083)  -0.228
H (3.509, -0.133, -0.234)  0.075
C (-1.879, -1.045, 1.109)  -0.004
H (-2.742, -1.385, 0.658)  0.105
H (-1.670, -1.238, -1.802)  0.075
H (3.191, -1.846, -0.366)  0.060
C (1.510, 1.025, -0.302)  0.049
H (0.932, 3.040, -0.054)  0.094
C (0.708, 2.054, 0.131)  -0.073
N (0.639, -1.389, -0.069)  0.173
H (2.420, 1.339, -0.768)  0.094
N (-2.085, 0.335, 1.674)  0.172
C (2.919, -0.906, -0.663)  -0.028

Lowest unoccupied orbital energy: -4.0095; 0.9266; 0.9597; -4.2372 (eV)